# C36H28O9Re

A structure of composition C36H28O9Re (ωB97M-V/def2-TZVPD, the OMol25 dataset).

Structure (XYZ):
```
74
C36H28O9Re (ωB97M-V/def2-TZVPD)
Re -0.563 3.139 -0.204
O -5.278 1.042 -3.688
C -4.150 1.203 -3.333
C -3.041 0.208 -3.059
O -1.887 -1.570 -3.382
C -2.093 1.051 -2.251
C -2.300 2.497 -2.314
O -1.447 3.450 -1.909
C -3.449 2.650 -3.307
O -3.810 3.598 -3.924
O -1.379 0.192 -0.180
C 1.289 -3.384 0.817
C 0.603 -2.202 1.463
C 0.131 -2.505 2.874
O 1.502 -1.080 1.489
C 0.891 0.041 0.874
C -0.582 -0.391 0.800
O -0.493 -1.790 0.653
C -1.303 -0.069 -1.572
O -2.957 1.724 -1.296
C 0.076 -0.309 -2.142
C 0.650 -1.577 -2.125
C 1.943 -1.764 -2.579
C 2.678 -0.688 -3.065
C 2.100 0.568 -3.121
C 0.798 0.752 -2.673
C -2.423 -1.022 -2.169
C -2.735 -0.769 -4.199
C -4.015 -1.533 -4.445
C -4.592 -2.340 -3.544
C -4.228 -2.601 -2.144
C -3.268 -1.981 -1.446
C 1.216 1.313 1.692
O 0.650 2.436 1.018
C 2.722 1.582 1.715
C 3.622 0.905 0.905
C 4.966 1.258 0.901
C 5.420 2.293 1.701
C 4.524 2.977 2.511
C 3.187 2.622 2.517
C 0.652 1.217 3.107
C -0.556 1.803 3.463
C -1.064 1.649 4.747
C -0.367 0.912 5.690
C 0.845 0.331 5.344
C 1.351 0.483 4.064
H 2.100 -3.729 1.457
H 1.701 -3.091 -0.145
H 0.581 -4.200 0.680
H 0.987 -2.727 3.511
H -0.534 -3.368 2.861
H -0.396 -1.652 3.300
H 1.273 0.190 -0.138
H -1.106 -0.140 1.728
H 0.079 -2.415 -1.754
H 2.380 -2.754 -2.561
H 3.692 -0.837 -3.414
H 2.654 1.409 -3.516
H 0.356 1.739 -2.725
H -2.241 -0.430 -5.111
H -4.506 -1.393 -5.399
H -5.501 -2.836 -3.863
H -4.853 -3.322 -1.632
H -3.102 -2.168 -0.394
H 3.298 0.083 0.281
H 5.657 0.717 0.268
H 6.467 2.566 1.695
H 4.868 3.788 3.139
H 2.490 3.159 3.149
H -1.109 2.390 2.742
H -2.006 2.114 5.006
H -0.762 0.796 6.691
H 1.401 -0.241 6.075
H 2.297 0.031 3.800
```

Results
- expectation value of S² = 3.77
- 2S+1 = 4
- maximum force (eV/Å) = 0.391
- HOMO level (alpha / beta) (eV) = -8.70 / -7.80